(1)
2 unconnected molecules or ions with the total composition C6H17NO, computed with ωB97M-V/def2-TZVPD.

Structure (XYZ):
```
25
Properties=species:S:1:pos:R:3:forces:R:3:lowdin_charge:R:1
C -1.739 1.175 -1.010 0.06 0.04 -1.28 -0.0835
C -1.152 0.671 0.313 2.81 0.05 0.12 -0.3968
C -1.596 1.473 1.530 -1.29 1.19 -1.59 -0.0794
C 0.432 0.696 0.198 -0.56 -1.12 -0.59 -0.1463
C 0.998 -0.747 0.224 1.18 1.27 0.34 -0.4479
C 1.192 -1.350 1.611 -0.15 1.17 1.40 -0.0739
N 2.337 -0.717 -0.420 -2.36 0.56 0.20 0.0289
H -2.508 1.940 -0.884 -0.19 -0.25 0.00 0.0690
H -2.099 0.391 -1.701 -0.49 -0.06 0.79 0.0709
H -1.008 1.611 -1.714 0.15 0.30 0.79 0.0691
H -1.372 -0.399 0.429 -0.46 0.33 0.18 0.1199
H -1.129 2.466 1.604 0.29 -0.37 -0.20 0.0845
H -1.566 1.030 2.506 -0.02 -0.59 0.23 0.0678
H -2.607 1.715 1.184 -0.47 0.06 1.25 0.0626
H 0.981 1.282 0.933 -0.36 0.14 0.38 0.1057
H 0.722 1.127 -0.769 -0.09 -0.19 0.22 0.0893
H 0.300 -1.379 -0.314 0.24 -0.25 -0.40 0.1026
H 2.053 -1.988 1.520 -0.20 -1.06 0.28 0.0600
H 0.314 -1.763 2.119 0.07 -0.58 -0.61 0.0741
H 1.501 -0.634 2.408 0.06 0.27 -0.82 0.0826
H 3.068 -0.664 0.263 0.58 -0.63 -0.73 0.0620
H 2.283 -1.193 -1.301 1.17 -0.32 0.14 0.0475
O 0.412 -1.923 -2.755 -0.78 0.87 -0.26 -0.0525
H -0.449 -1.529 -2.529 0.17 -0.61 0.42 0.0375
H 0.631 -1.291 -3.448 0.64 -0.23 -0.27 0.0465
```
Forces are in eV/Å.

The calculation puts the frontier orbital gap at 9.10 eV. Its SMILES is CC(C)C[C@H](C)N.O. As for the lowest unoccupied orbital energy: 0.6831 eV.



(2)
2 unconnected molecules or ions with the total composition C6H17NO, computed with ωB97M-V/def2-TZVPD.

Structure (XYZ):
```
25
Properties=species:S:1:pos:R:3:forces:R:3:lowdin_charge:R:1
C 0.728 -1.973 1.047 -3.00 -0.38 -0.49 -0.1142
C 1.208 -0.503 0.656 -0.40 -2.64 2.56 -0.2840
C 1.740 -0.308 -0.691 -2.01 1.17 -2.59 -0.1953
C 0.591 -0.394 -1.851 2.23 -1.37 0.28 -0.2326
N -0.103 0.835 -2.136 -0.44 0.22 1.06 -0.1010
C -1.571 0.683 -1.899 2.17 2.15 -0.28 -0.2763
C -1.878 1.244 -0.525 -1.91 -0.26 0.33 -0.1052
H 0.889 -2.383 2.091 0.65 0.85 -1.18 0.0686
H -0.410 -1.842 1.089 1.22 -0.74 -0.32 0.0713
H 0.918 -2.794 0.300 0.07 0.90 0.68 0.0737
H 0.327 0.120 0.836 0.80 0.26 0.37 0.0686
H 1.970 -0.481 1.431 0.33 1.58 -0.03 0.0945
H 2.200 0.688 -0.768 0.01 -0.22 -0.12 0.1110
H 2.451 -1.029 -0.973 1.16 -0.97 -0.12 0.0845
H -0.068 -1.297 -1.627 0.57 1.22 -0.15 0.1176
H 1.116 -0.622 -2.797 0.06 -0.51 0.48 0.0975
H 0.253 1.518 -1.457 -0.33 -0.09 -0.52 0.0910
H -2.016 1.292 -2.713 -0.51 -0.79 0.59 0.1118
H -1.722 -0.375 -1.952 -0.90 -0.41 -0.30 0.0844
H -2.962 0.959 -0.396 0.91 0.43 0.66 0.0817
H -1.849 2.366 -0.502 0.29 -1.08 0.05 0.0877
H -1.239 0.773 0.281 -0.97 0.68 -0.93 0.0645
O -0.432 0.550 4.079 0.60 -1.78 2.26 -0.1780
H -1.021 0.431 4.943 2.44 -0.01 -2.73 0.0938
H 0.428 -0.050 4.116 -3.03 1.78 0.43 0.0845
```
Forces are in eV/Å.

The calculation puts the frontier orbital gap at 9.06 eV. Its SMILES is CCCCNCC.O. As for the lowest unoccupied orbital energy: 0.6298 eV.



(3)
2 unconnected molecules or ions with the total composition C6H17NO, computed with ωB97M-V/def2-TZVPD.

Structure (XYZ):
```
25
Properties=species:S:1:pos:R:3:forces:R:3:lowdin_charge:R:1
C -1.419 -1.651 0.800 -0.24 -0.23 -0.30 -0.0749
C -1.253 -0.417 1.668 1.00 0.34 -0.11 -0.4603
C -2.544 -0.005 2.419 0.99 0.45 -0.70 -0.0540
O -0.753 0.667 0.814 -2.73 -0.22 1.89 -0.0897
H -0.487 -1.910 0.264 -0.39 0.21 0.31 0.0616
H -2.207 -1.474 0.053 0.23 -0.03 0.13 0.0868
H -1.715 -2.521 1.390 0.00 -0.01 0.06 0.0743
H -0.448 -0.618 2.403 -0.40 0.00 -0.06 0.1321
H -3.010 -0.838 2.967 0.25 0.24 -0.29 0.0786
H -3.215 0.392 1.653 -0.26 -0.11 0.20 0.0765
H -2.303 0.815 3.111 -0.18 -0.30 -0.15 0.0758
H 0.117 0.436 0.521 1.27 -0.34 -0.64 0.0040
C 0.878 -0.678 -1.769 0.83 1.23 -0.32 -0.0973
N 1.244 0.492 -0.904 1.26 -1.16 0.05 -0.3523
C 2.760 0.575 -0.767 -1.58 -0.47 -0.43 -0.0686
C 0.734 1.718 -1.466 -0.08 0.50 -0.35 -0.1408
H 1.297 -1.624 -1.415 -0.13 0.24 0.26 0.0777
H 1.336 -0.468 -2.747 -0.11 -0.33 -0.21 0.0788
H -0.202 -0.766 -1.931 0.20 0.16 0.40 0.0840
H 3.088 1.311 -0.009 -0.43 -0.36 -0.40 0.0879
H 3.061 -0.436 -0.483 0.32 0.27 0.08 0.0735
H 3.198 0.821 -1.754 0.02 -0.02 0.34 0.0796
H 0.972 2.520 -0.769 -0.16 0.17 0.00 0.0871
H -0.359 1.695 -1.622 0.51 -0.14 0.19 0.0941
H 1.231 1.964 -2.425 -0.17 -0.09 0.05 0.0854
```
Forces are in eV/Å.

The calculation puts the frontier orbital gap at 9.90 eV. Its SMILES is CC(C)O.CN(C)C. As for the lowest unoccupied orbital energy: 0.9494 eV.



(4)
2 unconnected molecules or ions with the total composition C6H17NO2, computed with ωB97M-V/def2-TZVPD.

Structure (XYZ):
```
26
Properties=species:S:1:pos:R:3:forces:R:3:lowdin_charge:R:1
C 1.148 0.267 0.522 -0.41 0.86 -0.55 -0.0911
C 0.294 0.151 -0.772 1.28 -0.67 -0.22 -0.4100
C -0.274 -1.242 -0.994 -1.06 -0.32 -1.47 -0.0389
O 1.158 0.343 -1.898 0.06 0.77 0.42 -0.0533
C 0.355 -0.063 1.797 -0.25 -0.11 0.51 -0.1195
N -0.614 0.950 2.232 -1.05 -3.28 -2.63 0.1919
C -2.024 0.645 2.017 -0.91 -1.45 2.13 -0.1746
C -2.651 1.192 0.742 1.85 -0.67 -0.52 -0.0305
H 1.981 -0.433 0.483 -0.08 -0.24 -0.05 0.1383
H 1.627 1.268 0.572 -0.38 -0.37 0.12 0.1378
H -0.443 0.938 -0.823 -0.49 0.17 0.23 0.1177
H -1.084 -1.539 -0.310 0.18 0.28 -0.16 0.0769
H 0.494 -2.020 -0.966 0.10 0.27 0.15 0.0890
H -0.681 -1.294 -2.068 0.43 0.15 1.65 0.1358
H 1.556 1.227 -1.881 -0.14 -0.25 -0.08 0.1273
H 1.088 -0.113 2.577 0.63 -0.14 0.75 0.1436
H -0.131 -1.047 1.720 0.04 0.50 0.17 0.1351
H -0.389 1.827 1.879 0.81 2.65 0.05 0.1351
H -2.152 -0.481 2.074 0.23 1.40 0.03 0.1502
H -2.572 1.066 2.905 0.38 -0.20 -0.68 0.1623
H -3.688 1.071 0.754 -1.62 0.04 0.40 0.0825
H -2.365 2.192 0.553 -0.03 1.37 0.03 0.0826
H -2.303 0.647 -0.127 0.12 -0.36 -0.04 0.0651
H 1.883 -1.062 -2.559 0.29 -0.56 -0.39 -0.0048
H 3.077 -1.938 -2.471 4.12 -0.25 1.57 -0.0275
O 2.256 -1.926 -2.827 -4.09 0.42 -1.40 -0.0210
```
Forces are in eV/Å.

The calculation puts the frontier orbital gap (spin up / spin down) at 10.39 / 5.19 eV. Its spin multiplicity is 2. As for the lowest unoccupied orbital energy (spin up / spin down): -2.9862 / -8.1784 eV. As for the net charge: +1.



(5)
2 unconnected molecules or ions with the total composition C6H17NO3, computed with ωB97M-V/def2-TZVPD.

Structure (XYZ):
```
27
Properties=species:S:1:pos:R:3:forces:R:3:lowdin_charge:R:1
O 16.915 -14.998 22.530 -0.22 0.29 0.23 -0.0278
H 16.393 -15.145 21.741 -0.27 -0.33 0.01 -0.0188
H 17.810 -14.887 22.209 0.66 -0.07 0.19 -0.0195
C 20.318 -13.926 22.799 -0.65 -0.91 -0.01 -0.0159
O 19.650 -14.840 21.855 -1.13 1.93 1.90 -0.2300
C 20.110 -14.763 20.551 0.59 -0.79 0.75 -0.2187
C 19.074 -15.361 19.596 2.52 1.49 -0.34 -0.0853
N 18.133 -14.340 19.080 -0.92 -4.27 1.25 0.2126
C 17.134 -14.997 18.273 0.58 1.88 -2.11 -0.1290
C 16.108 -15.861 18.996 -0.90 -1.40 1.40 -0.1570
O 15.566 -15.350 20.173 0.65 -1.60 0.10 -0.1643
C 14.935 -14.162 20.028 -1.54 3.01 -1.00 -0.1094
H 19.839 -14.083 23.765 -0.07 -0.14 -0.17 0.1009
H 20.172 -12.877 22.539 0.13 -0.07 -0.36 0.0968
H 21.368 -14.195 22.914 0.07 0.11 -0.29 0.0968
H 21.007 -15.363 20.709 0.44 -0.28 -1.73 0.1452
H 20.413 -13.771 20.216 -0.13 0.30 0.03 0.1369
H 18.550 -16.220 20.015 -0.37 0.08 0.17 0.1575
H 19.706 -15.714 18.781 -0.49 -0.23 -0.53 0.1497
H 17.710 -13.857 19.860 0.05 1.36 0.22 0.1485
H 17.600 -15.610 17.501 0.25 -0.18 0.26 0.1510
H 16.595 -14.239 17.704 -0.21 0.29 0.23 0.1467
H 16.499 -16.834 19.292 0.45 0.09 -0.11 0.1480
H 15.326 -16.076 18.267 -0.09 0.29 -0.28 0.1534
H 14.409 -14.087 19.076 -0.04 -0.11 -0.26 0.1108
H 15.627 -13.321 20.064 0.49 0.25 -0.12 0.0985
H 14.188 -13.851 20.758 0.14 -1.02 0.56 0.1223
```
Forces are in eV/Å.

The calculation puts the frontier orbital gap (spin up / spin down) at 11.19 / 5.19 eV. Its spin multiplicity is 2. As for the lowest unoccupied orbital energy (spin up / spin down): -2.7478 / -8.6904 eV. As for the net charge: +1.



(6)
A gas-phase ion, C6H17NP (charge +1), computed with ωB97M-V/def2-TZVPD.

Structure (XYZ):
```
25
Properties=species:S:1:pos:R:3:forces:R:3:lowdin_charge:R:1
C 2.604 -0.177 -0.962 -1.85 -1.70 -0.45 -0.0727
C 1.812 0.070 0.297 -1.31 -1.06 -1.41 -0.1401
N 0.402 0.688 -0.113 2.33 2.29 0.23 -0.1488
C 0.258 2.200 0.263 -1.49 1.25 -0.86 0.0116
C -0.823 -0.085 0.192 0.64 -0.71 0.96 -0.5591
C -1.118 -0.182 1.754 0.10 -4.32 -3.23 -0.0385
P -0.718 -1.775 -0.686 0.29 0.61 -0.40 0.9198
C -2.511 -1.896 -1.147 1.53 -1.11 -0.02 -0.3078
H 1.945 -0.846 -1.525 0.27 0.20 -0.75 0.0577
H 2.864 0.691 -1.525 0.33 0.60 -0.29 0.0879
H 3.424 -0.831 -0.756 0.91 0.07 0.27 0.0947
H 2.399 0.772 0.771 0.39 1.43 2.28 0.0957
H 1.641 -0.919 0.753 -0.05 0.90 0.42 0.1181
H 0.600 0.753 -1.136 -1.09 -0.27 0.71 0.1424
H 0.293 2.543 1.281 0.62 -1.22 0.99 0.0803
H 1.062 2.756 -0.235 -0.33 -0.31 -0.18 0.0991
H -0.786 2.715 0.034 1.98 -1.78 -0.55 0.1505
H -1.536 0.480 -0.348 -1.23 0.49 -0.17 0.0869
H -0.354 -0.990 2.128 -1.53 1.89 -0.03 0.1127
H -1.162 0.751 2.213 0.13 1.36 1.07 0.0406
H -2.154 -0.676 1.712 1.43 0.73 0.70 0.1047
H -0.394 -1.132 -1.951 0.19 -0.28 0.67 -0.0306
H -2.443 -1.985 -2.255 -1.08 0.87 0.86 0.0563
H -2.960 -1.142 -0.530 -0.95 0.84 -0.94 0.0186
H -2.899 -2.816 -0.767 -0.23 -0.76 0.13 0.0200
```
Forces are in eV/Å.

The calculation puts the frontier orbital gap at 10.38 eV. Its SMILES is CC[N@H+](C)[C@H](C)PC. As for the lowest unoccupied orbital energy: -2.7784 eV. As for the net charge: +1.



(7)
A molecular structure, C6H18BaO6, computed with ωB97M-V/def2-TZVPD.

Structure (XYZ):
```
31
Properties=species:S:1:pos:R:3:forces:R:3:lowdin_charge:R:1
Ba -0.133 0.678 1.448 0.48 -0.20 -1.12 2.0349
C 2.460 -1.873 1.869 -0.33 -0.47 0.89 -0.1218
O 2.229 -0.805 0.931 -0.54 -0.38 0.21 -0.2788
H 3.475 -2.244 1.752 0.02 0.07 0.35 0.1096
H 2.240 -1.542 2.887 0.69 0.54 -0.04 0.0865
H 1.759 -2.712 1.812 0.01 0.04 -0.83 0.0765
H 2.432 -1.222 0.084 -0.13 0.52 -0.24 0.0855
C -1.142 3.776 3.531 0.07 0.90 0.45 -0.0981
O -0.602 3.392 2.251 0.02 -1.57 -0.39 -0.2834
H -1.709 3.025 4.086 -0.09 -0.36 -0.59 0.0859
H -0.296 4.034 4.165 -0.01 0.20 -0.14 0.0984
H -1.773 4.648 3.373 0.03 0.02 0.29 0.1038
H -1.162 3.700 1.531 -0.07 0.45 0.24 0.0738
C 0.629 2.047 -2.104 -0.27 0.56 -0.49 -0.0826
O -0.374 1.977 -1.072 0.01 -0.56 1.42 -0.2970
H 0.945 3.075 -2.277 0.08 0.00 0.21 0.1014
H 1.474 1.449 -1.775 -0.05 -0.03 0.00 0.0892
H 0.242 1.676 -3.052 0.00 -0.22 0.09 0.0896
H -1.156 2.524 -1.189 0.27 0.25 -0.75 0.0940
C -2.118 -0.573 -2.647 -0.36 0.21 -0.34 -0.0003
O -1.288 -1.732 -2.642 0.01 -0.47 0.13 0.0534
C -0.637 -2.043 -1.544 -0.03 -1.02 -1.20 -0.5893
O -0.363 -1.271 -0.642 -0.03 0.67 1.20 -0.0709
O -0.291 -3.324 -1.605 -0.22 0.67 -0.42 0.0550
C 0.425 -3.836 -0.494 0.06 0.07 0.82 -0.0155
H -2.773 -0.650 -3.513 0.14 -0.27 -0.03 0.1152
H -1.527 0.329 -2.784 0.01 0.00 0.39 0.0721
H -2.758 -0.579 -1.765 0.18 0.28 0.11 0.1071
H 1.383 -3.322 -0.399 -0.10 0.00 0.12 0.0835
H 0.623 -4.900 -0.595 -0.24 0.07 -0.55 0.1173
H -0.215 -3.702 0.381 0.38 0.01 0.20 0.1048
```
Forces are in eV/Å.

The calculation puts the frontier orbital gap at 10.20 eV. As for the lowest unoccupied orbital energy: -7.1475 eV. As for the net charge: +2.



(8)
A molecular structure, C6H18BrIMnNO6, computed with ωB97M-V/def2-TZVPD.

Structure (XYZ):
```
34
Properties=species:S:1:pos:R:3:forces:R:3:lowdin_charge:R:1
Mn -0.446 0.885 0.336 0.22 1.43 0.09 0.3598
Br 2.123 1.393 1.187 -0.28 -0.47 -0.14 -0.2039
N -0.755 4.243 0.211 1.01 2.15 -1.59 -0.6516
O -0.811 4.658 -0.937 -0.52 -0.15 -2.39 -0.0397
O -0.645 5.068 1.085 -0.20 0.65 2.81 -0.0117
O -0.703 3.042 0.415 -0.19 -3.07 1.24 -0.2176
I -3.186 0.845 -0.321 0.11 -0.49 -0.07 -0.0868
C 2.181 1.849 -2.998 0.03 -0.81 -0.23 -0.0581
C 1.378 0.600 -2.392 2.16 1.89 -1.02 -0.2923
O 0.219 1.098 -1.770 0.03 -0.67 -0.10 -0.1950
H 2.622 2.559 -2.299 -0.51 -0.36 0.63 0.0694
H 1.593 2.451 -3.691 -0.54 -0.12 0.11 0.0636
H 3.036 1.566 -3.613 0.07 -0.63 -0.03 0.0554
H 2.046 0.071 -1.712 -0.43 0.29 0.50 0.0824
H 1.139 -0.113 -3.182 -0.23 0.07 -0.26 0.1012
H -0.259 1.538 -2.477 -0.59 0.42 0.37 0.1083
C -0.176 -1.526 3.573 -0.68 -1.24 0.12 -0.0828
C -1.397 -0.770 3.050 1.99 -0.47 -0.68 -0.2682
O -0.829 0.386 2.446 -1.05 0.78 0.37 -0.2296
H 0.364 -1.131 4.433 -0.35 0.32 0.04 0.0772
H 0.558 -1.652 2.777 -0.09 0.18 -0.07 0.0595
H -0.551 -2.521 3.813 0.30 -0.32 0.37 0.0676
H -2.161 -0.582 3.805 -0.03 0.26 -0.16 0.1200
H -1.779 -1.337 2.201 -0.49 0.01 0.25 0.0942
H -0.522 0.952 3.158 0.38 0.47 -0.26 0.1018
C -0.793 -3.428 -0.763 0.34 1.08 0.62 -0.0614
C -0.209 -2.042 -1.229 -0.79 -1.27 0.35 -0.2527
O 0.140 -1.219 -0.084 -0.34 -1.23 -0.97 -0.1998
H -0.174 -3.765 0.068 0.31 -0.19 0.03 0.0619
H -0.769 -4.222 -1.509 -0.06 0.30 -0.22 0.0683
H -1.782 -3.349 -0.310 -0.17 0.20 -0.38 0.0713
H -0.920 -1.488 -1.842 0.11 0.07 0.18 0.0980
H 0.687 -2.287 -1.798 0.14 0.41 -0.11 0.1056
H 0.782 -1.769 0.370 0.34 0.53 0.58 0.0858
```
Forces are in eV/Å.

The calculation puts the frontier orbital gap (spin up / spin down) at 7.38 / 7.39 eV. Its spin multiplicity is 6. As for the lowest unoccupied orbital energy (spin up / spin down): 2.4993 / 2.4950 eV. As for the net charge: -1.



ΔE to the lowest compared entry with this formula, charge and spin (computed, kcal per mole): 33.4, 56.2, 23.4, 7.7, 64.1, 31.6, 37.8, 4.5
Total energy (computed, eV): -10034.133, -10033.147, -10034.569, -12073.633, -14119.503, -17267.915, -19478.546, -129753.683